# 1
{
  "formula": "CH2O4S2",
  "method": "the ωB97M-V functional and the def2-TZVPD basis",
  "charge": -2,
  "multiplicity": 1,
  "e_above_lowest_kcal_mol": 88.5,
  "homo_ev": 0.440,
  "total_energy_ha": -1136.44086,
  "species": ["C", "O", "O", "O", "O", "S", "S", "H", "H"],
  "xyz": [[-0.580962, 0.341472, -0.742331], [-1.881862, -0.535954, -3.051850], [2.825927, 0.289118, 1.289850], [-0.973636, 1.548083, -1.444472], [1.252948, -1.716634, 1.072917], [-2.006494, 0.268700, -1.713909], [1.402557, -0.254819, 1.315561], [-1.162482, 0.392049, 0.180974], [1.124005, -0.332016, 3.093260]],
  "atomic_forces_ev_per_a": [[0.063, -1.269, 0.199], [-0.187, 1.748, 2.156], [-1.406, -1.034, -0.114], [-0.530, 1.300, -1.246], [0.610, 0.686, -0.104], [-0.333, -1.666, -3.153], [1.073, -0.062, 2.074], [0.479, 0.049, 1.363], [0.232, 0.247, -1.175]]
}

***

# 2
{
  "formula": "C26H62O24Tl",
  "method": "the ωB97M-V functional and the def2-TZVPD basis",
  "charge": 1,
  "multiplicity": 1,
  "e_above_lowest_kcal_mol": 8.0,
  "homo_ev": -11.947,
  "total_energy_ha": -3005.53753,
  "species": ["Tl", "C", "C", "C", "O", "C", "C", "C", "O", "O", "O", "H", "H", "C", "C", "O", "O", "H", "H", "H", "H", "H", "H", "C", "C", "O", "O", "H", "H", "H", "H", "H", "H", "C", "C", "O", "O", "H", "H", "H", "H", "H", "H", "C", "C", "O", "O", "H", "H", "H", "H", "H", "H", "C", "C", "O", "O", "H", "H", "H", "H", "H", "H", "C", "C", "O", "O", "H", "H", "H", "H", "H", "H", "C", "C", "O", "O", "H", "H", "H", "H", "H", "H", "C", "C", "O", "O", "H", "H", "H", "H", "H", "H", "C", "C", "O", "O", "H", "H", "H", "H", "H", "H", "C", "C", "O", "O", "H", "H", "H", "H", "H", "H"],
  "xyz": [[2.035061, 0.411490, 3.258783], [0.948708, 0.618643, -1.751149], [1.034562, 0.472448, -0.321097], [-0.349500, 0.220874, 0.368083], [-0.422630, 0.280646, 1.579998], [-1.518079, 0.066257, -0.465727], [-1.513591, 0.179880, -1.859551], [-0.204353, 0.457841, -2.544567], [-0.139839, 0.687341, -3.736723], [-2.583421, 0.089040, -2.447433], [2.035104, 0.587999, 0.344462], [1.837863, 0.886123, -2.318586], [-2.494270, 0.010973, 0.009523], [-0.500612, 4.272274, -1.112239], [-1.651015, 3.695454, -0.285648], [-2.646014, 4.695646, -0.055254], [-0.904271, 4.625131, -2.395807], [0.236361, 3.463689, -1.168909], [-0.028568, 5.125284, -0.609313], [-1.301296, 3.468110, 0.728921], [-2.042596, 2.789121, -0.743061], [-2.232617, 5.558499, 0.041482], [-1.644008, 5.231846, -2.468902], [4.156371, 2.177071, -1.776299], [5.181641, 3.283942, -1.853113], [4.978710, 4.199685, -0.772749], [4.478615, 1.147295, -0.851191], [4.081271, 1.711507, -2.768839], [3.226953, 2.678005, -1.474358], [5.003198, 3.862532, -2.769390], [6.207331, 2.922720, -1.963967], [5.824709, 4.605462, -0.563113], [3.664718, 0.956627, -0.356301], [-0.768122, 2.928279, 3.711309], [0.205744, 3.802951, 2.943287], [1.147303, 3.130772, 2.113336], [-0.038740, 2.140397, 4.630211], [-1.350897, 2.266034, 3.055886], [-1.486181, 3.606725, 4.181282], [0.732888, 4.448977, 3.652137], [-0.376914, 4.513343, 2.343679], [1.585138, 3.780289, 1.553645], [-0.563606, 1.972708, 5.418290], [3.723933, -2.262469, 1.209583], [2.423013, -3.029329, 1.373886], [1.421736, -2.143410, 1.878647], [4.091656, -1.677971, 2.432323], [3.579631, -1.495544, 0.436408], [4.421228, -2.929016, 0.692423], [2.582879, -3.839418, 2.099214], [2.027831, -3.537665, 0.489165], [0.597814, -2.647779, 1.949052], [5.002711, -1.889176, 2.655074], [-4.673773, 2.320370, 0.811055], [-5.769149, 1.442345, 1.418765], [-6.457372, 2.181516, 2.415839], [-5.210032, 3.464050, 0.172808], [-4.116389, 1.739065, 0.060202], [-3.977431, 2.499469, 1.643402], [-5.156659, 0.643315, 1.858693], [-6.350093, 1.018262, 0.605395], [-5.808513, 2.306671, 3.115484], [-4.445410, 4.062322, 0.134069], [0.582497, -2.466679, 5.684960], [-0.744594, -1.962638, 5.103912], [-0.600947, -0.704534, 4.382542], [1.742658, -2.309012, 4.873658], [0.397005, -3.486457, 6.028986], [0.764292, -1.887903, 6.596884], [-1.378505, -1.801155, 5.979148], [-1.225514, -2.596409, 4.356639], [-1.434558, -0.619731, 3.912084], [2.316025, -3.048059, 5.100087], [2.951893, 0.006859, -5.863233], [4.365410, -0.129358, -5.301080], [4.974270, -1.283305, -5.886526], [2.322901, 1.071869, -5.191800], [2.359763, -0.905776, -5.805348], [3.090916, 0.297144, -6.908662], [4.309758, -0.328812, -4.223345], [4.965047, 0.764338, -5.477686], [5.815190, -1.457501, -5.458085], [1.541583, 0.817233, -4.695843], [2.948146, -2.042532, -2.207927], [1.768015, -2.212929, -3.133914], [1.905369, -3.361536, -3.944453], [2.891729, -3.091247, -1.233041], [2.869452, -1.053249, -1.721642], [3.942931, -2.100375, -2.654933], [1.704863, -1.388437, -3.845282], [0.850396, -2.252630, -2.532302], [1.696273, -4.145637, -3.426749], [3.771003, -3.227098, -0.874178], [-4.972319, -1.973150, -0.224826], [-6.291412, -1.498768, -0.786092], [-6.168513, -0.506289, -1.785894], [-5.112694, -2.897270, 0.828875], [-4.410815, -1.110457, 0.157351], [-4.427303, -2.401685, -1.074908], [-6.933995, -1.153890, 0.037237], [-6.834375, -2.338341, -1.245141], [-7.059228, -0.256899, -2.045137], [-4.789039, -3.760682, 0.568670], [-1.641718, -3.303078, 0.461294], [-1.567948, -4.823458, 0.610965], [-0.245522, -5.319711, 0.628190], [-1.431337, -2.699680, 1.734438], [-2.639790, -3.042637, 0.086519], [-0.914911, -2.933810, -0.276335], [-2.156242, -5.309560, -0.173153], [-2.092294, -5.022488, 1.547354], [0.073414, -5.242774, -0.278450], [-1.595983, -1.755326, 1.643630]],
  "atomic_forces_ev_per_a": [[-0.238, -0.422, 0.137], [1.337, -0.042, 0.649], [-1.959, -0.419, 0.257], [1.244, 0.508, 0.096], [-0.209, -0.214, 0.068], [0.706, 0.428, 1.469], [-1.329, -0.379, -1.672], [-0.873, 0.528, -0.900], [-0.371, -0.361, -0.094], [0.786, 0.110, -0.186], [0.127, 0.094, 0.188], [0.093, 0.093, 0.155], [0.047, -0.228, 0.052], [-0.844, -0.389, 0.458], [0.946, 1.385, 1.190], [-0.677, -0.404, -0.665], [0.597, -0.528, -1.034], [0.228, 0.222, -0.369], [-0.006, -0.049, 0.248], [0.412, -0.611, -0.285], [-0.546, 0.315, -0.197], [0.088, -0.028, 0.061], [-0.125, 0.039, 0.576], [0.377, -0.101, -0.143], [-0.249, 0.732, -0.526], [0.398, -0.464, 0.206], [-0.167, 0.111, 0.255], [-0.287, 0.313, -0.035], [-0.129, -0.143, -0.271], [-0.180, -0.304, -0.142], [-0.032, -0.211, 0.526], [-0.077, 0.054, 0.076], [0.519, 0.024, -0.045], [0.313, -0.170, -0.614], [-0.219, 1.213, -0.015], [-0.421, -0.654, 0.087], [0.168, 0.217, 0.270], [0.144, 0.117, -0.177], [0.156, -0.002, 0.200], [0.091, -0.251, 0.224], [-0.169, -0.176, -0.102], [0.089, 0.014, 0.122], [0.004, -0.163, -0.075], [-1.263, -0.024, -1.441], [-0.545, -0.792, 1.099], [0.087, 0.254, -0.410], [0.435, -0.128, 0.159], [-0.096, 0.323, 0.446], [0.679, -0.136, 1.048], [0.149, 0.172, 0.238], [0.511, 0.459, 0.242], [-0.088, 0.191, 0.188], [0.011, 0.034, -0.047], [-0.603, -0.396, -0.477], [1.785, 0.667, -0.157], [-0.245, -0.756, -0.464], [0.883, -0.198, 0.775], [0.021, -0.300, 0.020], [0.087, 0.697, -0.096], [-0.495, -0.465, 0.160], [-0.808, 0.283, 0.395], [-0.220, 0.158, 0.121], [-0.424, 0.269, -0.318], [-0.378, 0.890, 0.578], [0.466, 0.575, -0.858], [0.299, -0.409, 0.741], [-0.607, -0.498, -0.130], [0.188, -0.176, -0.283], [-0.107, 0.057, 0.060], [-0.244, -0.206, -0.129], [0.197, -0.709, 0.498], [0.106, 0.313, -0.141], [0.196, 0.148, -0.235], [0.745, 0.479, -0.303], [-0.011, -1.407, 0.505], [-0.231, 0.193, -0.326], [0.073, 0.747, 0.377], [0.299, -0.214, -0.052], [-0.388, -0.217, -0.084], [-0.127, 0.436, 0.141], [-0.181, 0.175, -0.044], [0.054, 0.094, -0.013], [-0.182, -0.213, -0.285], [0.250, -0.123, 0.687], [0.685, -0.497, -0.553], [-0.326, -0.066, 0.031], [-0.331, 0.225, -1.242], [0.118, -0.145, 0.077], [-0.344, 0.239, -0.672], [-0.014, 0.168, 0.242], [-0.054, 0.056, 0.035], [0.157, 0.026, 0.023], [-0.006, -0.098, -0.271], [0.538, 0.356, -0.934], [-1.728, -0.522, 0.177], [0.783, 0.208, 0.326], [-0.272, 0.071, 0.237], [-0.028, 0.026, -0.104], [0.242, 0.080, 0.154], [0.195, 0.027, 0.030], [0.259, -0.244, 0.342], [0.024, 0.079, -0.079], [-0.137, -0.073, -0.130], [-0.474, -0.254, -0.274], [-0.367, 0.678, -0.136], [-0.134, 0.155, 0.133], [0.158, -0.038, -0.096], [0.116, -0.012, 0.094], [0.163, -0.107, 0.032], [0.045, 0.090, -0.138], [0.428, -0.361, 0.155], [0.173, -0.160, 0.129], [0.092, 0.042, 0.204]]
}